# C42H117N9O12

12 unconnected molecules or ions with the total composition C42H117N9O12 (ωB97M-V/def2-TZVPD, the OMol25 dataset).

```
180
Properties=species:S:1:pos:R:3:forces:R:3:mulliken_charge:R:1
H 2.255126 1.271046 1.798414 0.340 0.032 0.108 -0.34
H -5.116238 -0.739127 -1.616648 -0.235 0.065 0.067 0.22
C 1.769956 1.085661 -4.753410 0.181 0.521 0.389 -0.44
H 1.790211 1.198992 0.279986 0.387 -0.005 -0.217 -0.33
H -1.572135 2.655830 4.449004 0.298 0.023 -0.082 0.50
H -4.078913 1.213208 -4.350629 -0.163 -0.137 0.100 -0.18
H -3.437753 2.130497 -1.240081 -0.360 -0.111 0.200 -0.24
H 1.926839 3.341032 2.912079 -0.461 -0.112 0.191 -0.35
C 1.647863 -6.653388 -1.867010 -0.639 -0.578 -0.445 1.03
H 7.318756 1.641664 2.037357 -0.093 0.038 -0.227 0.34
O 6.022002 0.234535 1.213765 -0.452 0.521 0.531 -0.36
H -2.206042 5.156205 -2.760385 -0.279 -0.358 -0.806 0.48
C -3.650276 4.337671 2.589268 0.004 -0.594 -0.408 -0.24
H -4.357653 5.677324 -1.073499 -0.052 -0.153 0.220 0.23
H -1.964795 1.781523 7.374112 -0.096 -0.151 -0.151 0.38
H -2.000134 1.740782 -3.858036 0.484 -0.004 -0.716 -0.04
C -1.367879 -4.225529 -6.341933 -1.106 -0.377 -0.226 0.79
H 0.319154 3.757993 0.783104 0.320 -0.085 0.127 -0.36
H -0.989740 -5.465714 -4.584182 -0.110 -0.055 -0.032 0.57
H -3.078700 -3.344633 -5.328218 -0.079 -0.303 0.229 0.11
C -2.655895 -2.695725 2.605459 -0.292 -0.668 -0.715 -0.31
H -2.142930 4.562183 -1.205978 0.118 -0.636 0.279 -0.17
N 2.837527 4.563547 0.710976 0.166 0.947 0.128 -0.78
H 0.974614 -2.284713 -5.427386 0.219 -0.067 0.473 0.23
C -0.576463 -0.248010 -0.206018 -0.584 -0.313 0.303 1.27
H 3.191065 3.423682 5.090551 -0.144 -0.148 -0.154 0.22
H 1.753376 -4.062733 1.046910 -0.108 0.173 0.378 0.42
O -0.906995 -3.446723 -4.154622 -0.058 -0.361 0.368 0.06
H 1.390776 -1.939698 1.805089 0.120 -0.217 -0.024 -0.64
H -3.714246 3.293903 -0.174636 -0.237 0.218 -0.298 0.37
H 4.311824 1.982787 -1.069391 -0.240 0.045 -0.186 0.35
H -3.299038 -3.078650 1.804062 -0.233 -0.003 0.220 0.49
H -4.162860 -2.335248 4.150169 0.130 0.200 -0.117 0.32
H 3.697283 4.752393 1.219393 0.336 -0.498 -0.552 0.42
H -2.587984 1.336935 4.943270 0.103 -0.072 0.191 0.40
C 4.842488 0.960330 1.524519 -0.149 -0.210 0.239 -0.87
H 0.429201 -4.628183 -5.242370 0.077 0.049 0.163 0.34
C -3.667517 -0.086527 -5.993235 -0.401 0.476 0.112 -1.77
H 2.298606 -1.283470 -6.138079 -0.120 -0.277 -0.110 0.54
H 1.864220 1.669559 -3.828193 -0.040 -0.141 0.165 0.14
H 2.935244 3.098100 -6.073554 0.134 0.352 0.032 0.30
H 0.012350 -3.643795 0.962117 -0.025 -0.043 0.138 -0.06
H -5.792135 4.752196 -1.616634 -0.045 0.156 0.100 0.43
N -1.087599 -5.303114 -7.294215 0.440 -0.178 0.180 -0.79
O -4.502749 -1.297064 -3.492590 -0.168 -0.354 -0.001 -0.43
C -3.253300 -2.912388 3.971735 -0.227 0.142 0.413 -0.57
O 4.270684 -2.033727 4.542436 -0.178 0.331 -0.177 -0.31
H 0.537128 -5.162871 1.790203 0.014 0.200 0.162 0.26
H 2.954364 5.150814 5.412337 -0.026 -0.078 0.288 0.31
H -0.473284 0.177433 -3.924458 0.485 0.047 -0.176 -0.41
C 7.048767 0.579816 2.100386 1.127 0.050 -0.033 -0.77
C 5.179156 -1.641659 5.543763 0.071 0.039 -0.256 -0.80
H 6.894365 0.396760 3.172062 -0.663 -0.291 -0.113 0.22
H -3.559429 -3.955561 4.110638 0.146 -0.066 -0.124 0.28
H 4.565419 2.339108 -5.919408 -0.184 -0.041 -0.444 0.31
O 0.535863 0.334230 -0.853006 -0.210 -0.213 0.125 -0.04
H -2.043068 1.808303 -5.488544 0.065 0.001 0.013 0.32
H -2.841520 4.642573 3.256970 -0.085 -0.269 0.310 0.30
C 1.993889 -2.357789 3.855468 -0.677 -0.200 -0.562 -0.05
C -5.490985 -0.735272 -2.647494 0.677 0.176 -0.099 -0.62
H 1.667385 -0.495838 2.721566 0.042 0.025 0.313 -0.14
C 4.051007 0.927362 -0.951038 1.070 0.222 0.623 -1.62
C -0.376982 -3.708892 -2.872757 0.537 0.420 0.206 -0.24
O -2.334657 -2.531345 4.998313 -0.534 -0.164 0.114 -0.45
H 3.187034 0.658965 -1.554132 0.030 0.020 -0.098 -0.02
H 5.012171 -0.606877 5.866221 -0.132 -0.015 0.053 0.31
H 1.551901 -5.957948 -2.709274 0.251 0.355 0.252 -0.02
H -1.642725 -0.559532 6.217408 -0.208 0.260 -0.640 0.25
C -1.632083 0.771982 0.235930 0.654 0.689 -0.424 -0.28
C -0.928790 1.968374 7.060447 0.215 0.124 -1.028 -0.95
N -0.698940 -0.240189 6.008125 0.834 0.164 1.144 -0.48
H -2.024817 4.072165 8.244216 0.118 0.006 0.353 0.33
H -0.170306 -1.333882 -3.627295 0.489 -0.116 -0.064 -0.55
C -0.641446 -4.523772 -5.026704 -0.312 0.448 -0.828 -1.04
N -2.001336 1.156942 -4.710796 -0.780 0.066 1.043 -0.17
C 1.480762 -0.354990 -4.401691 -0.246 -1.107 0.433 0.61
C 1.343259 -1.280985 -5.608707 0.126 1.332 -0.759 -1.72
O -3.208079 4.667781 1.250846 -0.217 0.315 0.788 -0.41
H -3.096126 -0.152703 -2.524555 0.148 0.196 -0.079 -0.55
H -3.920836 0.736176 -6.670461 0.287 0.136 0.049 0.46
N 2.589760 1.469162 0.858558 -0.739 0.209 0.433 1.51
C 3.517558 4.429496 4.812307 -0.344 0.242 0.291 -0.72
H 3.073838 -1.489476 2.268205 -0.139 0.175 -0.349 0.42
H 0.494141 0.032915 -1.796334 0.136 0.148 -0.156 -0.41
C -1.560490 1.586870 4.651405 -0.606 -0.131 -0.073 -1.74
H 0.300657 5.371196 0.134338 0.093 0.063 0.005 0.38
H -0.753546 -4.612875 -2.390195 -0.162 -0.054 -0.244 0.40
H -0.443568 -6.843965 -2.261809 -0.327 -0.228 0.484 0.24
H -4.588831 -0.668594 -5.969804 0.310 -0.421 0.126 0.38
H -1.005082 -3.283683 -6.756768 0.314 -0.029 0.076 0.15
H -1.574293 -5.168184 -8.171331 0.002 0.205 0.018 0.28
H 1.736757 -6.797272 0.201458 0.216 0.154 0.159 0.29
C 3.755242 0.661059 0.519109 -0.765 -0.289 -0.439 1.52
H 0.455601 -8.271884 -2.714103 0.147 0.266 -0.277 0.46
O 3.306048 4.729440 3.456144 0.219 -0.112 0.030 -0.40
H 6.174068 -1.686337 5.103139 0.022 -0.147 0.105 0.24
H -4.549037 4.896292 2.862520 0.005 0.138 -0.133 0.28
H 0.937924 1.554917 -5.296817 0.043 -0.137 -0.372 0.31
C -3.932153 3.817322 -2.137994 1.082 1.538 0.717 0.64
C -3.932253 2.828434 2.659624 1.062 1.107 -0.124 -0.56
H -4.814178 5.698165 -2.764580 -0.106 -0.006 0.006 0.45
H -4.178723 3.351814 -3.092853 -0.303 -0.143 0.081 0.15
H 3.578793 -7.048213 -2.473813 0.019 0.084 0.249 0.27
C 3.573213 2.442030 -5.481360 0.306 -0.305 0.025 -0.72
H -1.429032 1.172536 1.232421 -0.149 -0.370 0.155 -0.29
H 2.732843 3.556383 0.542429 0.072 0.265 0.462 0.17
H -5.698519 0.298120 -2.943853 -0.219 -0.023 0.135 0.26
C 0.734651 -4.456298 0.977210 0.327 -0.459 -0.701 -0.41
H 0.036186 3.922557 -3.347218 0.276 0.184 0.212 0.43
H 0.228090 2.319422 -2.632111 -0.445 -0.175 0.023 -0.75
H -3.346805 -5.031266 -5.917932 -0.044 0.029 0.188 0.31
H -1.455141 -6.169376 -6.912350 0.046 -0.031 -0.037 0.28
H -3.945199 2.559429 3.714235 -0.560 -0.271 -0.134 0.36
H -2.464252 -1.656109 2.347001 0.298 0.050 0.344 -0.11
C 2.026836 -1.515858 2.574517 0.790 -0.004 0.739 -0.14
H 1.267651 4.823790 3.754672 -0.237 -0.107 -0.019 0.57
C -0.295650 3.267952 -2.534827 -0.087 0.409 -0.279 0.17
H 0.162496 -8.092864 -1.054970 -0.159 0.523 0.301 0.31
C 2.924351 -1.909659 4.969054 0.410 0.059 0.043 -0.72
C -2.886032 -4.065125 -6.127101 0.241 0.666 0.248 -1.33
H -1.027675 -0.991857 -0.871689 -0.105 0.088 -0.092 -0.54
C 1.976724 4.428399 3.022107 0.884 0.015 -0.442 -0.03
C 1.837040 5.085216 1.629368 -0.572 -1.266 0.908 0.03
O 3.000025 1.155476 -5.436664 0.082 -0.291 -0.059 -0.41
H -3.064242 2.335128 2.216280 -0.130 -0.149 0.023 -0.26
H -0.723730 5.165549 7.704151 -0.142 -0.049 -0.073 0.22
H 7.923894 -0.007763 1.818071 -0.010 0.064 -0.047 0.31
H -1.760332 -3.316817 2.539199 0.277 0.419 -0.043 0.08
H 2.569411 -8.270782 -2.699066 -0.077 -0.072 0.065 0.27
H 5.008460 2.037067 1.659285 0.283 0.107 -0.557 0.36
H 4.567534 4.505933 5.091542 0.088 0.154 -0.399 0.28
H 4.471332 0.655608 2.515126 -0.005 -0.259 0.056 0.31
C 0.368220 -7.496137 -1.945347 0.225 -0.317 -0.433 -1.43
N 0.593716 -2.469136 4.274774 0.126 -0.519 0.638 -0.08
H 2.710540 -0.875370 5.279903 -0.013 0.049 -0.063 0.23
H -2.814131 -0.610971 -6.422502 -0.131 -0.322 0.053 0.28
C -0.595905 1.202461 5.753523 -1.319 0.100 0.406 0.69
H 2.065176 6.124015 1.881790 -0.334 0.281 -0.707 0.41
H -0.051254 3.684214 -1.556335 0.098 0.106 -0.063 0.04
C 0.447804 4.808789 1.059236 -0.348 0.368 -0.354 -0.64
O -1.705417 3.118520 -2.664515 0.399 -0.311 0.450 -0.26
H -0.599101 -2.862240 -2.222066 -0.103 -0.034 -0.041 -0.65
H 0.604268 -0.798145 -6.260972 0.031 -0.182 -0.179 0.27
N -4.092940 2.885786 -1.031036 0.215 -0.993 -0.356 -0.40
H -0.288741 1.593982 7.871186 0.209 0.262 0.041 0.47
H -1.537447 1.664799 -0.392889 -0.180 -0.221 -0.245 -0.40
N 2.803679 -7.539820 -2.040156 0.279 0.194 -0.008 -0.75
H -0.260611 -0.330126 6.928705 0.268 -0.518 -0.248 0.23
H 2.710438 -5.448422 -0.402044 -0.144 0.282 -0.038 0.35
O 0.638564 -5.136325 -0.268023 -0.202 0.523 -0.320 -0.18
H -0.411560 5.033083 1.698518 0.304 0.170 0.300 0.26
O -0.753841 3.346124 6.804096 0.285 -0.052 0.400 -0.17
H 0.303953 -1.681412 4.862201 -0.079 0.130 -0.319 0.04
C -4.783464 5.070617 -1.871021 0.237 -0.403 -0.753 -1.69
H -1.585342 -3.129784 4.937268 0.146 0.170 -0.135 0.26
H -4.812641 2.575039 2.077261 -0.192 -0.138 0.264 0.48
H -0.284062 3.842651 8.763367 -0.273 -0.156 0.154 0.34
H 3.796251 2.858020 -4.492780 -0.567 0.016 0.196 0.24
H -0.288574 -0.812850 0.688222 0.412 0.017 -0.101 -0.58
H 5.109805 -2.309689 6.409294 0.093 0.048 0.062 0.34
H 0.415383 1.447529 5.427342 0.165 -0.066 0.213 0.01
H -2.726226 5.491316 1.382020 0.031 0.012 -0.522 0.26
H -1.392040 1.016192 3.736007 0.274 0.121 -0.009 0.13
C -0.969265 4.133711 7.960189 0.182 0.183 -0.482 -0.88
H -2.506001 -1.342362 -3.693788 0.126 0.100 -0.218 -1.06
H -3.392310 -3.620268 -6.987162 0.219 -0.257 -0.277 0.41
H 2.344577 -3.359746 3.583201 -0.103 -0.013 -0.057 0.37
H 4.938287 0.360135 -1.238955 -0.178 -0.126 -0.223 0.50
C -2.433986 4.226874 -2.212943 -0.619 0.848 0.361 -0.30
C 1.742597 -5.956236 -0.511719 0.215 -1.168 0.011 -0.89
H -2.645642 0.382862 0.150300 -0.045 -0.005 0.244 0.70
C -3.311950 0.473146 -4.614937 0.228 0.147 -0.744 1.22
H -6.383236 -1.350510 -2.728694 -0.016 0.043 -0.003 0.29
C -3.276165 -0.588476 -3.517473 -0.424 -0.206 -0.090 1.80
H 0.715618 -3.779814 -2.946732 0.005 -0.101 0.161 0.31
H 0.499210 -3.285768 4.878414 0.115 0.064 -0.034 0.47
N 0.277787 -0.423039 -3.551820 -0.528 0.368 0.354 0.93
H 2.814316 -2.551942 5.854705 -0.372 0.003 -0.016 0.53
H 3.515576 -0.405824 0.601469 0.167 -0.054 0.011 -0.21
H 2.347470 -0.678971 -3.814426 -0.091 -0.089 0.116 0.18
```
Forces are in eV/Å.

Computed properties:
Largest force on an atom = 2.01 eV/Å
Structure (SMILES) = COC[C@H](C)N.COC[C@H](C)N.COC[C@H](C)N.COC[C@H](C)N.COC[C@H](C)N.COC[C@H](C)N.COC[C@H](C)N.COC[C@H](C)N.COC[C@H](C)N.CCO.CCO.CCO
E_LUMO = 0.49 eV
ΔE to the lowest compared entry with this formula, charge and spin = 53.6 kJ/mol
Net charge = 0
Calculated total energy = -3065.9067 a.u.
Frontier orbital gap = 8.8 eV